(1)
{
  "formula": "C30H31BrClN4O3S",
  "method": "ωB97M-V/def2-TZVPD",
  "species": ["C", "C", "N", "C", "N", "S", "C", "C", "C", "C", "C", "C", "C", "C", "C", "C", "N", "C", "Br", "N", "C", "C", "O", "Cl", "H", "H", "H", "H", "H", "H", "H", "H", "H", "H", "H", "H", "H", "H", "H", "H", "H", "H", "H", "H", "H", "H", "H", "C", "C", "C", "C", "C", "C", "C", "O", "C", "C", "C", "C", "C", "C", "C", "O", "H", "H", "H", "H", "H", "H", "H", "H"],
  "xyz": [[-1.007, 1.213, 2.709], [-0.484, 0.101, 2.206], [-0.189, -1.278, 1.828], [-0.342, -2.597, 2.431], [-0.828, -2.840, 3.656], [-1.350, -1.720, 4.862], [-0.914, -4.317, 4.048], [-2.434, -4.866, 4.037], [-3.122, -4.950, 2.576], [-2.222, -5.668, 1.434], [-3.713, -3.491, 2.088], [-5.207, -3.635, 1.457], [-6.147, -2.528, 2.158], [-6.901, -1.553, 1.357], [-8.517, -1.736, 1.352], [-6.093, -0.425, 0.541], [0.158, -3.506, 1.371], [0.643, -2.787, 0.192], [1.409, -3.577, -1.444], [0.369, -1.401, 0.583], [0.764, -0.387, -0.440], [2.350, 0.013, -0.263], [2.741, 0.936, 0.534], [3.687, -0.842, -1.241], [-1.560, 2.121, 3.181], [-2.438, -0.958, 4.435], [-0.572, -4.339, 5.167], [-0.164, -4.976, 3.479], [-3.130, -4.201, 4.701], [-2.471, -5.923, 4.515], [-4.074, -5.619, 2.701], [-2.324, -5.046, 0.461], [-2.700, -6.708, 1.192], [-1.134, -5.864, 1.749], [-3.761, -2.826, 3.044], [-2.983, -3.042, 1.306], [-5.698, -4.663, 1.630], [-5.113, -3.484, 0.319], [-6.292, -2.496, 3.308], [-8.757, -2.485, 0.505], [-9.067, -0.736, 1.206], [-8.796, -2.187, 2.391], [-4.993, -0.747, 0.307], [-6.040, 0.600, 1.063], [-6.648, -0.281, -0.473], [0.170, 0.597, -0.411], [0.677, -0.777, -1.539], [4.247, 3.762, 0.039], [4.110, 5.144, 0.148], [4.350, 5.957, -0.956], [4.741, 5.389, -2.171], [4.901, 4.007, -2.272], [4.642, 3.193, -1.167], [5.362, 3.397, -3.539], [5.499, 2.187, -3.629], [5.662, 4.275, -4.691], [6.153, 3.719, -5.875], [6.426, 4.536, -6.968], [6.201, 5.909, -6.887], [5.717, 6.468, -5.707], [5.456, 5.652, -4.604], [4.977, 6.259, -3.343], [4.783, 7.462, -3.270], [4.050, 3.127, 0.898], [3.813, 5.589, 1.093], [4.237, 7.034, -0.866], [4.753, 2.115, -1.244], [6.328, 2.649, -5.947], [6.812, 4.103, -7.886], [6.407, 6.546, -7.742], [5.548, 7.539, -5.649]],
  "gap_ev": 5.25,
  "charge": 1
}

***

(2)
{
  "formula": "C30H23IrN8O7SbSe",
  "method": "ωB97M-V/def2-TZVPD",
  "species": ["Ir", "C", "C", "C", "C", "C", "C", "N", "Sb", "C", "C", "C", "C", "C", "C", "N", "C", "C", "C", "C", "C", "C", "N", "H", "H", "H", "H", "H", "H", "H", "H", "H", "H", "H", "H", "H", "H", "H", "H", "H", "H", "O", "C", "O", "C", "C", "C", "C", "C", "C", "O", "N", "O", "O", "N", "O", "O", "H", "H", "Se", "N", "C", "C", "C", "C", "N", "C", "N", "H", "H", "H"],
  "xyz": [[-0.485, 0.025, 0.270], [0.034, -2.962, 2.034], [-1.290, -2.298, 2.298], [-2.092, -3.000, 3.207], [-3.378, -2.620, 3.494], [-3.859, -1.494, 2.846], [-3.025, -0.809, 1.987], [-1.755, -1.167, 1.697], [-3.750, 1.038, 1.288], [-1.926, 1.988, 1.956], [-2.162, 2.943, 2.924], [-1.100, 3.626, 3.504], [0.157, 3.377, 3.018], [0.358, 2.435, 2.008], [1.724, 2.332, 1.424], [-0.664, 1.695, 1.534], [-3.183, 0.943, -0.761], [-4.161, 1.256, -1.679], [-3.789, 1.841, -2.885], [-2.484, 2.244, -3.014], [-1.525, 1.909, -2.051], [-0.186, 2.550, -2.145], [-1.860, 1.117, -1.006], [-0.105, -4.038, 2.137], [0.444, -2.759, 1.052], [0.782, -2.638, 2.758], [-1.666, -3.877, 3.671], [-3.988, -3.182, 4.188], [-4.865, -1.136, 3.016], [-3.178, 3.155, 3.231], [-1.265, 4.354, 4.287], [1.018, 3.919, 3.384], [2.176, 3.323, 1.405], [2.363, 1.687, 2.026], [1.685, 1.953, 0.412], [-5.203, 1.101, -1.433], [-4.523, 2.067, -3.648], [-2.168, 2.840, -3.859], [-0.144, 3.213, -3.006], [-0.006, 3.142, -1.244], [0.583, 1.798, -2.222], [2.604, -1.506, 2.551], [2.099, -0.908, 1.622], [0.836, -0.575, 1.666], [2.945, -0.476, 0.465], [4.315, -0.604, 0.652], [5.197, -0.104, -0.280], [4.746, 0.534, -1.418], [3.390, 0.610, -1.618], [2.423, 0.132, -0.699], [1.151, 0.293, -0.977], [2.967, 1.248, -2.868], [2.298, 0.585, -3.638], [3.299, 2.399, -3.049], [6.643, -0.224, -0.056], [7.006, -0.761, 0.968], [7.376, 0.223, -0.915], [4.678, -1.081, 1.550], [5.442, 0.944, -2.137], [-0.262, -0.633, -4.857], [-0.571, -2.359, -4.745], [-0.726, -2.631, -3.463], [-1.070, -3.915, -2.968], [-1.315, -4.002, -1.642], [-1.151, -2.862, -0.808], [-0.757, -1.667, -1.174], [-0.594, -1.512, -2.552], [-0.371, -0.356, -3.123], [-1.156, -4.752, -3.648], [-1.618, -4.927, -1.174], [-1.365, -3.005, 0.232]],
  "gap_ev": 6.98,
  "charge": 1
}

***

Number 1: LUMO -4.13 eV, HOMO level -9.38 eV. Number 2: LUMO -4.02 eV, HOMO level -11.00 eV.